31
Properties=species:S:1:pos:R:3:lowdin_charge:R:1 method="wB97M-V/def2-TZVPD" orbital_gap_ev=8.589 e_above_lowest_kcal_mol=16.7 e_homo_ev=-8.46 energy_ev=-24106.94509 charge=0
C -0.07613 -2.33051 -3.36430 -0.10
C -1.01205 -1.81755 -2.49723 -0.07
C 0.81973 -3.28654 -2.85098 -0.10
C -1.13331 -2.38351 -1.11857 -0.13
C 0.95912 -3.54440 -1.55381 -0.03
C 0.14988 -2.88883 -0.51452 -0.38
C 0.68395 1.05440 -0.95526 -0.04
C 0.00264 4.06054 0.56985 -0.15
C 0.01189 2.01207 4.15304 -0.14
C 0.66627 0.83228 0.34470 -0.20
N 0.53246 -2.97751 0.69200 0.15
O -1.03628 3.14803 0.88570 -0.26
O 0.39557 1.78803 2.82010 -0.26
Si -0.53349 1.67390 1.46909 0.42
H -0.00952 -2.19506 -4.41478 0.09
H -1.72341 -1.02496 -2.70562 0.10
H 1.56754 -3.58911 -3.57600 0.11
H -1.52805 -1.45604 -0.51872 0.14
H 1.68457 -4.18325 -1.23884 0.07
H 0.02519 1.73160 -1.42445 0.04
H -1.85469 -3.14722 -1.09743 0.11
H 1.39579 0.58671 -1.55064 0.04
H 0.90536 3.69782 0.88949 0.04
H -0.12600 5.06785 1.01008 0.10
H 0.06749 4.19768 -0.52635 0.09
H -0.66793 1.17583 4.54192 0.12
H -0.52245 2.87699 4.28462 0.04
H 0.94925 2.33388 4.59189 0.09
H 1.37611 0.11081 0.76622 0.07
H -0.19853 -2.53457 1.22481 0.04
H -1.77097 1.01063 1.66402 0.01

=====

44
Properties=species:S:1:pos:R:3:lowdin_charge:R:1 method="wB97M-V/def2-TZVPD" orbital_gap_ev=10.231 e_homo_ev=-10.35 energy_ev=-52318.97643 charge=0
C -4.54044 -0.57986 2.51325 0.00
C -3.59348 0.69176 2.29099 -0.43
O -4.13976 1.79655 2.17487 0.08
O -2.16823 0.52158 2.19225 -0.06
C -1.97794 -0.16576 0.92676 -0.20
C -0.74087 0.36317 0.06653 -0.17
C 0.59452 -0.51812 0.21304 -0.08
C 0.47877 -2.00329 -0.35501 -0.37
C 0.88854 -3.26477 0.54775 -0.17
S 0.73939 -3.02885 2.36755 0.75
O -0.56521 -2.44095 2.81665 -0.38
O 0.91227 -4.36826 3.06326 -0.40
C -0.79129 -2.42878 -1.24439 -0.12
O -0.48258 -2.41515 -2.68987 -0.22
S 1.11765 -2.93784 -2.70832 0.81
O 1.61501 -2.45050 -4.03962 -0.26
O 0.98920 -4.41897 -2.49447 -0.27
O 1.56616 -2.00892 -1.37385 -0.23
H -5.01229 -0.93708 1.53498 0.09
H -5.39954 -0.37290 3.22899 0.09
H -3.86265 -1.43274 2.86340 0.09
H -1.93080 -1.30931 1.01602 0.11
H -2.92142 0.03998 0.29465 0.14
H -1.01955 0.55031 -1.02988 0.11
H -0.47809 1.39896 0.48157 0.10
H 0.92621 -0.43250 1.29532 0.11
H 1.39380 0.03431 -0.40339 0.13
H 1.97332 -3.52839 0.30175 0.14
H 0.28009 -4.19940 0.26939 0.13
H 1.80746 -2.19167 2.74496 0.10
H -1.73641 -1.80189 -1.21628 0.14
H -1.20535 -3.49106 -1.12084 0.15
C 2.59795 4.88445 -0.22600 -0.11
C 3.06700 3.77876 -1.16605 -0.27
C 2.06010 3.47558 -2.27835 -0.17
C 0.76113 3.02205 -1.68243 -0.15
N -0.25579 2.66492 -1.21415 0.15
H 1.68200 4.60447 0.30024 0.07
H 3.35825 5.08618 0.53195 0.07
H 2.41000 5.81190 -0.77466 0.08
H 3.25704 2.87304 -0.58145 0.11
H 4.01785 4.07522 -1.61752 0.11
H 2.44603 2.68889 -2.93119 0.12
H 1.88198 4.36487 -2.88841 0.12

=====

43
Properties=species:S:1:pos:R:3:lowdin_charge:R:1 method="wB97M-V/def2-TZVPD" orbital_gap_ev=9.236 e_above_lowest_kcal_mol=49.5 e_homo_ev=-6.28 energy_ev=-26567.95077 charge=-1
C 0.61609 -2.48221 -0.64808 -0.24
O -0.08757 -1.90277 0.41820 -0.14
C -0.27778 -2.44691 -1.93107 -0.36
C -0.82314 -1.01758 -2.10344 -0.22
C -0.58229 -0.41514 -3.49548 -0.11
N -1.31196 -3.45671 -1.62161 0.01
H 0.58770 -3.54655 -0.40294 0.10
H 1.63516 -2.13790 -0.84951 0.12
H 0.21399 -2.71983 -2.86520 0.13
H -0.40740 -0.31439 -1.38490 0.08
H -1.89468 -0.99256 -1.91775 0.10
H 0.42246 -0.58191 -3.88505 0.07
H -1.30809 -0.65200 -4.27587 0.06
H -0.59069 0.66571 -3.35734 0.06
H -2.04133 -3.46357 -2.33104 0.06
H -1.76928 -3.17701 -0.76611 0.06
H -2.47554 2.40968 1.98209 -0.02
H -2.16283 3.75373 1.31945 0.03
O -2.62457 3.34435 2.05802 -0.07
H -1.62288 -3.21375 2.80274 0.02
H -0.26382 -2.54902 2.74398 -0.02
O -1.01717 -2.70100 3.31120 -0.04
H -2.60247 1.92436 -0.54911 0.05
H -1.41194 1.24837 0.41596 0.00
O -1.72879 1.93425 -0.18837 -0.06
H 3.16574 1.66789 1.53489 0.01
H 3.00148 0.88906 0.42173 0.02
O 3.36718 1.75325 0.57190 -0.08
H 2.23876 2.86018 -0.65519 0.09
H 1.15961 1.85943 -0.97020 0.08
O 1.59752 2.61413 -1.35000 0.06
H 1.11559 -1.57464 3.01710 -0.01
H 0.50458 -1.45933 1.13403 0.00
O 1.30905 -0.95170 2.30725 -0.32
H -0.22225 -0.10289 2.09375 0.00
H -0.59956 1.20068 2.80916 0.07
O -0.73569 0.72951 1.96316 -0.08
H 2.29929 0.08762 2.69535 -0.02
H 2.16801 1.33016 3.44653 0.03
O 2.90834 0.85137 3.04834 -0.14
H 0.82299 3.42496 -1.64826 -0.22
H -0.61609 3.30910 -1.38686 -0.03
O 0.04425 4.00158 -1.51150 -0.13

=====

97
Properties=species:S:1:pos:R:3:lowdin_charge:R:1 method="wB97M-V/def2-TZVPD" orbital_gap_ev=9.398 e_homo_ev=-9.25 energy_ev=-140688.94363 charge=0
C 2.44326 -0.79122 -4.10418 -0.07
C 1.06308 -0.49585 -4.90044 -0.26
O 0.49631 0.73035 -4.35248 -0.20
C -0.51019 1.17600 -5.28933 -0.17
C -1.88071 0.32619 -5.06372 -0.15
O -2.95595 1.29387 -5.08344 -0.10
C -4.23796 0.73792 -4.71085 -0.48
N -4.35162 -0.72473 -4.79138 0.12
C -4.53644 1.31424 -3.21518 -0.02
C -5.30556 0.28042 -2.27729 -0.66
O -6.53597 0.27023 -2.12388 -0.01
Br -4.29700 -1.09218 -1.19883 0.66
O -5.17572 1.28105 -5.70241 0.02
C -6.51851 0.91651 -5.40522 -0.33
O -7.25558 1.65404 -4.69254 0.07
C -7.25723 -0.40372 -5.98908 -0.08
C -8.43208 -0.86222 -4.99588 -0.26
N -8.65561 -2.35163 -4.96809 -0.04
H 3.29260 -0.17886 -4.56272 0.07
H 2.67834 -1.90603 -4.12230 0.08
H 2.28256 -0.44158 -3.03102 0.09
H 0.29819 -1.34656 -4.75483 0.12
H 1.28110 -0.41746 -6.02027 0.12
H -0.20685 1.11125 -6.38669 0.13
H -0.76359 2.27675 -5.06105 0.14
H -1.82563 -0.31391 -4.11871 0.14
H -1.99814 -0.31556 -6.01944 0.13
H -3.89559 -1.22362 -4.02108 0.05
H -4.12910 -1.10664 -5.71527 0.11
H -5.20838 2.24602 -3.29407 0.15
H -3.56135 1.66333 -2.73801 0.14
H -7.74731 -0.18740 -7.01373 0.13
H -6.47402 -1.21234 -6.19344 0.09
H -8.23725 -0.56311 -3.89831 0.11
H -9.37778 -0.28465 -5.32272 0.12
H -8.42344 -2.68269 -4.01406 0.06
H -8.04181 -2.83716 -5.63792 0.05
C -0.04509 1.06561 3.73938 -0.04
O -1.13585 0.15768 3.58974 0.00
C -2.22192 0.69221 3.00784 -0.60
O -2.33222 1.83013 2.62235 0.12
O -3.16390 -0.26247 2.92941 0.00
C -4.38336 0.16723 2.32637 -0.07
H 0.77348 0.52707 4.21870 0.09
H 0.29799 1.41965 2.76470 0.10
H -0.32742 1.90533 4.37823 0.10
H -4.21217 0.48535 1.29647 0.05
H -4.83963 0.97100 2.90849 0.10
H -5.06804 -0.68153 2.31554 0.09
C 7.16166 4.49363 -6.86247 -0.05
O 6.45615 3.78597 -5.84467 0.00
C 5.16955 3.53477 -6.13955 -0.60
O 4.60061 3.85122 -7.15520 0.12
O 4.62816 2.86977 -5.10599 0.00
C 3.25233 2.53398 -5.28234 -0.05
H 8.18563 4.64028 -6.51747 0.09
H 7.18831 3.91350 -7.78753 0.10
H 6.71092 5.47356 -7.03392 0.10
H 3.12217 1.87568 -6.14461 0.10
H 2.64738 3.43701 -5.39023 0.10
H 2.91713 2.00201 -4.39242 0.08
C 7.45379 -1.86811 -1.39192 -0.05
O 6.74365 -2.57256 -0.37470 0.00
C 5.45686 -2.81781 -0.67098 -0.60
O 4.89054 -2.49880 -1.68745 0.11
O 4.91115 -3.48015 0.36216 0.00
C 3.53469 -3.80935 0.18439 -0.05
H 8.47795 -1.72612 -1.04567 0.09
H 7.47895 -2.44850 -2.31684 0.10
H 7.00776 -0.88613 -1.56408 0.10
H 3.40387 -4.46689 -0.67784 0.10
H 2.93287 -2.90447 0.07508 0.10
H 3.20117 -4.33979 1.07681 0.09
C 5.75952 -0.08145 6.08246 -0.05
O 5.05560 -0.79279 7.09910 0.00
C 3.76555 -1.03196 6.81124 -0.60
O 3.19168 -0.70242 5.80224 0.11
O 3.22652 -1.70181 7.84249 0.00
C 1.84669 -2.02618 7.67297 -0.04
H 6.78684 0.05462 6.42167 0.09
H 5.77558 -0.65372 5.15229 0.10
H 5.31493 0.90329 5.92259 0.10
H 1.70702 -2.67577 6.80621 0.10
H 1.24617 -1.11896 7.57686 0.10
H 1.51645 -2.56352 8.56247 0.10
C -3.33027 -0.12855 11.14762 -0.05
O -2.16568 0.58610 11.55758 0.00
C -1.00884 -0.00463 11.21673 -0.60
O -0.89570 -1.04779 10.61672 0.11
O -0.00193 0.76853 11.66075 0.00
C 1.29772 0.26121 11.36836 -0.04
H -4.20177 0.43912 11.47497 0.09
H -3.36463 -0.21782 10.05959 0.10
H -3.36317 -1.11402 11.61733 0.10
H 1.44872 0.18753 10.28907 0.09
H 1.44867 -0.70899 11.84673 0.10
H 2.03010 0.96095 11.77200 0.10

=====

80
Properties=species:S:1:pos:R:3:lowdin_charge:R:1 method="wB97M-V/def2-TZVPD" orbital_gap_ev=7.613 e_above_lowest_kcal_mol=0.0 e_homo_ev=-9.92 energy_ev=-97007.87457 charge=+1
Rh 0.67519 -0.24566 -1.84138 0.56
O -0.04270 1.62897 -1.11162 -0.47
P -1.40593 1.85113 -0.49449 0.75
C -1.91600 0.39136 0.46280 -0.30
P -0.48325 -0.34116 1.29794 0.76
O 0.52602 -0.85145 0.29733 -0.42
C 0.27677 0.90102 2.33531 -0.28
C 1.53582 1.37495 1.97732 -0.09
C 2.15648 2.33579 2.76304 -0.07
C 1.51524 2.82745 3.89032 -0.06
C 0.25556 2.35881 4.24558 -0.06
C -0.36116 1.38849 3.47496 -0.06
C -1.08455 -1.63709 2.37600 -0.28
C -0.12116 -2.50153 2.90216 -0.07
C -0.50066 -3.52653 3.75036 -0.06
C -1.84143 -3.69718 4.07643 -0.06
C -2.80056 -2.84176 3.55911 -0.06
C -2.42376 -1.81085 2.70885 -0.07
C -2.71707 2.24021 -1.63723 -0.32
C -2.39676 3.07262 -2.70821 -0.08
C -3.39384 3.48229 -3.57794 -0.07
C -4.70276 3.06806 -3.37947 -0.06
C -5.02218 2.23808 -2.31315 -0.06
C -4.03113 1.82443 -1.43811 -0.09
C -1.33926 3.24548 0.63013 -0.28
C -2.46153 3.59529 1.38120 -0.08
C -2.42225 4.70814 2.20203 -0.07
C -1.26862 5.48242 2.26330 -0.06
C -0.15913 5.14586 1.50388 -0.06
C -0.19005 4.02537 0.68416 -0.07
H -2.28358 -0.35295 -0.24996 0.06
H -2.70534 0.64847 1.17007 0.07
H 2.00685 1.00152 1.07719 0.08
H 3.13417 2.70995 2.48781 0.11
H 1.99713 3.58201 4.49852 0.11
H -0.23831 2.74530 5.12706 0.11
H -1.33592 1.00969 3.76328 0.12
H 0.92179 -2.36339 2.64321 0.11
H 0.24603 -4.19311 4.16087 0.11
H -2.13738 -4.50164 4.73653 0.11
H -3.84324 -2.97605 3.81349 0.11
H -3.18336 -1.15047 2.31056 0.10
H -1.36902 3.37412 -2.87441 0.12
H -3.14487 4.11550 -4.41853 0.12
H -5.47774 3.38470 -4.06467 0.11
H -6.04179 1.90642 -2.16957 0.11
H -4.28898 1.16867 -0.61493 0.10
H -3.37536 3.01456 1.31303 0.11
H -3.29260 4.98277 2.78297 0.11
H -1.24114 6.35618 2.90118 0.11
H 0.73225 5.75796 1.54498 0.11
H 0.67101 3.74776 0.08963 0.11
S -1.61253 0.85470 -5.54469 0.58
C -0.76750 0.39800 -4.24123 -1.79
S -1.33874 -0.57079 -2.91954 0.57
S 0.87767 0.75052 -3.88266 0.57
C 4.77487 -0.60742 1.63569 -0.07
C 4.31902 -1.48195 0.46445 -0.20
C 3.48984 -0.74120 -0.48350 -0.17
N 2.83753 -0.13817 -1.20801 0.14
H 5.34909 -1.21296 2.33415 0.08
H 3.92029 -0.18612 2.16374 0.06
H 5.40621 0.20917 1.28972 0.09
H 3.71837 -2.32425 0.81424 0.12
H 5.17190 -1.88966 -0.07977 0.12
C 1.34857 -5.50126 -2.88151 -0.03
C 2.20458 -4.30150 -3.30107 -0.58
C 3.62739 -4.41519 -2.73949 -0.03
C 2.23448 -4.15920 -4.83138 -0.02
C 1.59814 -3.07166 -2.76001 -0.05
N 1.12130 -2.12573 -2.33144 0.08
H 1.82957 -6.41094 -3.24082 0.10
H 0.35147 -5.44326 -3.31653 0.10
H 1.25373 -5.56460 -1.79743 0.09
H 4.10880 -5.28531 -3.18505 0.10
H 3.61393 -4.54629 -1.65665 0.09
H 4.21894 -3.53264 -2.98489 0.09
H 2.69057 -5.05433 -5.25421 0.10
H 2.81891 -3.29163 -5.13650 0.10
H 1.22759 -4.05728 -5.23451 0.10

=====

9
Properties=species:S:1:pos:R:3:lowdin_charge:R:1 method="wB97M-V/def2-TZVPD" orbital_gap_ev=10.129 e_above_lowest_kcal_mol=19.8 e_homo_ev=-9.22 energy_ev=-5588.11835 charge=0
N 0.44179 -0.32313 1.09296 0.10
C -0.11462 0.24163 -0.12402 -0.53
N -0.30917 -0.68215 -1.23382 0.08
N -0.37443 1.50598 -0.17102 0.08
H 0.51241 0.21394 1.86277 0.02
H 0.21212 -1.30901 1.17098 0.08
H 0.34940 -1.47427 -1.36767 0.10
H -0.47635 -0.01092 -1.97533 0.07
H -0.24116 1.83794 0.74514 0.00

=====

103
Properties=species:S:1:pos:R:3:lowdin_charge:R:1 method="wB97M-V/def2-TZVPD" orbital_gap_ev=8.994 e_above_lowest_kcal_mol=49.2 e_homo_ev=-8.67 energy_ev=-48762.62805 charge=0
C -2.85163 0.00611 -5.11611 -0.06
C -2.02034 0.03086 -3.84401 -0.38
C -1.99954 -1.28655 -3.02674 -0.19
O -1.36164 -2.24462 -3.78125 -0.22
C -1.33492 -3.49548 -3.20045 -0.10
N -0.63792 0.40800 -4.17046 0.06
H -2.82285 0.97163 -5.62112 0.08
H -3.92309 -0.11608 -4.95752 0.08
H -2.50774 -0.73925 -5.83324 0.09
H -2.38803 0.83686 -3.20896 0.13
H -3.00286 -1.61274 -2.75281 0.13
H -1.43811 -1.13118 -2.10546 0.12
H -0.80398 -4.13593 -3.90473 0.10
H -2.25311 -3.97509 -2.86131 0.10
H -0.68916 -3.48817 -2.32236 0.08
H -0.25898 -0.47927 -4.46922 0.05
H -0.61469 0.90613 -5.04877 0.09
C -0.21910 -5.23205 2.40145 -0.05
C 0.47963 -4.40439 1.27576 -0.41
C 0.42588 -2.88796 1.46109 -0.17
O 1.15459 -2.52981 2.66823 -0.19
C 0.99554 -1.18397 2.97246 -0.13
N 1.90467 -4.80199 1.15744 0.04
H -1.21551 -4.83417 2.59371 0.07
H 0.25599 -4.99296 3.35288 0.07
H -0.21881 -6.31234 2.25628 0.07
H -0.01378 -4.74576 0.36576 0.12
H -0.62190 -2.58814 1.48000 0.10
H 0.97789 -2.42314 0.64419 0.12
H -0.03021 -1.13995 3.33850 0.07
H 1.10652 -0.42919 2.19396 0.07
H 1.64915 -0.92791 3.80632 0.10
H 2.35818 -4.23688 0.45380 0.06
H 2.25017 -4.33943 1.98615 0.05
C 4.79919 0.34113 -3.49143 -0.06
C 4.83429 0.71926 -1.96084 -0.35
C 4.41041 2.20792 -1.62084 -0.18
O 4.32070 2.42593 -0.19387 -0.19
C 4.14925 3.80461 0.11010 -0.12
N 3.76077 -0.15847 -1.37158 0.03
H 5.47012 1.01200 -4.02799 0.07
H 3.79130 0.34279 -3.90648 0.06
H 5.15314 -0.67448 -3.66855 0.07
H 5.77066 0.44702 -1.47382 0.13
H 3.46372 2.46269 -2.09726 0.12
H 5.16313 2.86487 -2.05664 0.11
H 3.84166 3.91976 1.14944 0.06
H 3.45831 4.35591 -0.52769 0.08
H 5.06431 4.39573 0.07336 0.08
H 3.68355 0.06842 -0.39043 0.05
H 2.96063 0.24450 -1.83794 0.01
C -2.98954 -1.12641 0.79537 -0.07
C -4.02322 -0.49808 1.71289 -0.39
C -3.74986 -0.88080 3.24542 -0.22
O -4.06161 -2.17889 3.45312 -0.17
C -3.87177 -2.64038 4.76025 -0.10
N -3.92303 0.94442 1.59275 0.03
H -2.96784 -2.21589 0.76939 0.08
H -1.96494 -0.86751 1.06233 0.05
H -3.05415 -0.78252 -0.23695 0.06
H -4.98367 -0.86244 1.34835 0.13
H -4.32558 -0.29540 3.96232 0.12
H -2.69752 -0.62798 3.37484 0.11
H -2.80965 -2.74921 4.97976 0.09
H -4.27367 -3.63614 4.94738 0.09
H -4.29712 -1.99402 5.52798 0.09
H -4.74062 1.26375 2.09244 0.09
H -4.01073 1.22315 0.62594 0.09
C -1.11169 1.87529 3.99935 -0.07
C -0.58161 2.63272 2.81955 -0.43
C 0.94228 2.73574 2.89395 -0.19
O 1.34355 3.48536 4.06436 -0.17
C 2.80760 3.52552 4.21207 -0.08
N -1.09094 1.82751 1.73426 0.05
H -0.81828 2.41096 4.90215 0.08
H -0.73029 0.85421 3.99856 0.07
H -2.19553 1.90932 4.11001 0.08
H -0.96789 3.64065 2.66799 0.14
H 1.38692 3.10932 1.97155 0.11
H 1.30407 1.70976 2.96158 0.10
H 3.20897 4.02251 5.09524 0.08
H 3.27687 4.12945 3.43545 0.06
H 3.30218 2.55651 4.14481 0.08
H -1.18654 2.44273 0.93898 0.04
H -1.98420 1.41689 1.96570 0.02
C 1.90897 -1.98772 -3.89302 -0.14
O 1.11321 -2.41046 -4.99786 -0.13
H 1.50927 -2.48788 -3.01088 0.07
H 2.97108 -2.22945 -3.93304 0.08
H 1.82403 -0.91991 -3.69133 0.04
H 0.18393 -2.27069 -4.80165 0.02
C -2.13804 4.51014 -1.95454 -0.16
O -1.74224 4.23573 -0.63719 -0.13
H -1.70600 3.76824 -2.62613 0.07
H -3.21832 4.46422 -2.09234 0.08
H -1.76654 5.50561 -2.19773 0.08
H -0.92943 4.71991 -0.47437 0.08
C 0.59224 1.36567 -0.76365 -0.17
O 1.06780 0.85790 -1.96550 -0.16
H 0.48479 2.44895 -0.70829 0.06
H -0.35633 0.87474 -0.54612 0.06
H 1.28485 1.15786 0.05195 0.07
H 0.33036 0.81232 -2.57844 0.01

=====

11
Properties=species:S:1:pos:R:3:lowdin_charge:R:1 method="wB97M-V/def2-TZVPD" orbital_gap_ev=9.075 e_above_lowest_kcal_mol=77.4 e_homo_ev=-14.39 energy_ev=-7197.19597 charge=+1
C -0.51674 1.29697 0.18107 -0.04
C -1.76055 0.85502 0.00336 0.02
C 0.26709 0.18816 0.17907 -0.16
C 1.00768 1.51227 0.04222 0.09
N -2.28850 -0.19013 -0.01177 0.27
N 0.33025 -1.14913 0.18021 0.25
H 1.52746 1.76143 -0.86442 0.11
H 1.70317 1.84876 0.72141 0.08
H -3.22260 -0.48011 0.17463 0.14
H -0.50784 -1.64718 -0.04251 0.11
H 1.11233 -1.64856 0.47671 0.12

=====

Number 1: E_LUMO 0.12 eV. Number 2: E_LUMO -0.12 eV. Number 3: E_LUMO 2.95 eV. Number 4: E_LUMO 0.15 eV. Number 5: E_LUMO -2.31 eV. Number 6: E_LUMO 0.91 eV. Number 7: E_LUMO 0.32 eV. Number 8: E_LUMO -5.31 eV.